# 1
A molecular structure, C11H34NO13S2, computed with the ωB97M-V functional and the def2-TZVPD basis.

```
61
Properties=species:S:1:pos:R:3:lowdin_charge:R:1
S 1.27023 -1.12961 2.76858 0.5233
S 1.20135 1.48820 1.81575 0.4698
O 2.19101 -7.32996 -0.79448 -0.1313
O 2.38118 -1.23740 3.70379 -0.3465
O 1.38824 1.99234 3.15583 -0.3063
O 1.80575 2.23280 0.73062 -0.3215
O -1.96371 6.07251 -1.18714 -0.1222
O -1.14607 -1.59557 0.04127 -0.1286
O 1.09959 -5.64610 -3.16082 -0.1428
O 3.86593 -3.51457 -0.94633 0.0586
O 5.54629 4.26033 2.91851 -0.1430
O 1.65026 -3.65247 -0.92313 0.1339
O -0.39248 1.56231 1.54587 -0.2781
O -0.06508 -1.08813 3.32747 -0.3334
O -4.92422 4.07172 -3.02979 -0.1305
N 1.53985 -0.03187 1.62968 -0.3189
C -2.41766 -1.21341 0.53451 -0.1482
C -0.90486 2.63805 0.74783 -0.2834
C 2.69801 -2.66009 0.99295 -0.1277
C 4.83650 3.24610 2.19735 -0.1486
C 2.62739 -3.33025 -0.34522 -0.4932
C 1.37057 -2.59909 1.74773 -0.2353
C -0.98652 3.95355 1.51634 -0.0675
C -3.16251 6.77145 -1.48721 -0.1602
C -5.93642 4.02855 -2.03406 -0.1645
C 0.84861 -7.01984 -0.44244 -0.1660
C -0.14095 -5.54370 -3.83615 -0.1573
H -1.78430 3.87996 2.26984 0.0771
H -1.44316 5.99868 -1.99246 0.0787
H -0.09058 -4.84926 -4.67963 0.0743
H 0.74858 -5.98176 -0.11741 0.0670
H -5.34390 4.10893 -3.89428 0.0731
H -6.56590 4.92310 -2.05118 0.0743
H -6.57078 3.14414 -2.13550 0.0738
H -3.75657 6.24281 -2.23687 0.0577
H 4.75248 3.58301 1.16759 0.0759
H -0.94264 -5.22614 -3.16342 0.0803
H -2.61276 -1.83969 1.40245 0.0823
H -0.90711 -1.02945 -0.69826 0.0846
H -5.42689 3.98069 -1.07445 0.0799
H 0.55913 -7.68006 0.37393 0.0755
H 0.18348 -7.18822 -1.29129 0.0653
H 4.28822 -4.29709 -0.56429 0.1118
H -0.31946 2.73456 -0.17029 0.1043
H 2.40254 -6.75803 -1.54223 0.0494
H 0.50759 -2.57741 1.08141 0.0700
H -1.25890 4.76958 0.83931 0.0512
H 3.08876 -1.64597 0.82185 0.1256
H -2.96565 7.79129 -1.83279 0.0727
H -2.42472 -0.17341 0.86235 0.0652
H -1.91343 2.30520 0.46682 0.1081
H 3.83347 3.08523 2.59358 0.0592
H 3.47130 -3.17332 1.58065 0.1310
H -3.20850 -1.37367 -0.20755 0.0697
H -3.72964 6.82401 -0.55968 0.0792
H 5.37980 2.29758 2.21484 0.0770
H 5.60329 3.96850 3.83283 0.0633
H -0.37824 -6.53544 -4.21787 0.0756
H 1.31900 -4.78043 -2.78783 0.0553
H -0.05651 4.16342 2.05076 0.0729
H 1.28170 -3.41721 2.47179 0.1081
```

net charge = -1
E_HOMO = -5.85 eV
molar mass = 452.52 g/mol
gap between HOMO and LUMO = 7.895 eV

# 2
A molecular structure, C24H25InN5O2PS2Se2, computed with the ωB97M-V functional and the def2-TZVPD basis.

```
62
Properties=species:S:1:pos:R:3:lowdin_charge:R:1
In -20.96169 8.51603 1.68977 0.4250
Se -17.69143 8.28441 1.81318 0.2833
Se -19.98268 10.35055 3.50320 0.4466
S -20.63238 6.04772 1.81263 0.6461
S -19.68009 4.29028 -0.47284 0.8601
P -18.04707 10.22640 2.63576 0.0985
O -23.56060 8.33060 -1.82062 -0.0787
O -23.02579 9.06175 3.52551 -0.1922
N -23.06147 8.62877 2.35502 -0.2542
N -20.14500 6.71214 -0.80142 -0.0839
N -20.54058 7.96593 -0.46769 -0.0952
N -20.98003 10.53265 0.19655 0.0574
N -23.75414 8.87909 -0.47191 0.1070
C -25.49540 8.55223 2.36780 -0.0212
C -15.52893 10.97614 3.23085 -0.1104
C -18.10853 11.42978 1.24850 -0.3986
C -21.61813 12.74141 -0.47427 -0.0301
C -21.31738 11.76466 0.51788 -0.1023
C -18.17905 11.10737 -0.11825 -0.1094
C -21.29491 11.10237 -2.08756 -0.0441
C -16.10963 12.31002 5.56014 -0.0859
C -19.72694 3.21835 0.96549 -0.4660
C -20.49517 8.85506 -1.39893 -0.0655
C -20.95792 10.19025 -1.10330 -0.3112
C -14.83730 12.35479 5.05256 -0.0716
C -14.53985 11.68456 3.84587 -0.0626
C -24.07683 7.91874 0.34183 -0.3223
C -18.39448 13.40886 -0.66381 -0.1334
C -20.23254 5.85458 0.19312 -1.0867
C -24.16255 8.32707 1.75611 -0.3390
C -21.68586 12.37407 -1.78998 -0.0577
C -18.30793 13.78903 0.64681 -0.0821
C -17.14703 11.59523 4.96064 -0.0804
C -24.39279 6.48166 0.05807 0.0071
C -16.81983 11.00338 3.74250 -0.3994
C -18.32077 12.11998 -1.07105 -0.1038
C -18.13981 12.79488 1.61163 -0.0848
H -25.69719 7.96165 3.29470 0.0986
H -13.57034 11.79364 3.41296 0.0992
H -18.05182 10.06507 -0.45546 0.0791
H -18.50455 14.23203 -1.41999 0.1276
H -20.32004 8.50230 -2.42133 0.1491
H -16.26400 12.89121 6.44932 0.1014
H -23.71022 5.87485 0.70718 0.1011
H -19.05273 2.39283 0.68108 0.0274
H -18.08651 13.04386 2.66729 0.1031
H -15.44174 10.60042 2.19325 0.1125
H -14.10171 12.95516 5.57254 0.1045
H -18.35856 11.91056 -2.15392 0.1222
H -25.34517 6.27618 0.39928 0.0526
H -21.19735 10.67303 -3.11528 0.1403
H -23.41611 9.16722 -2.26154 0.0560
H -20.72920 2.81239 1.20480 0.0425
H -25.61016 9.62424 2.44855 0.0825
H -19.25815 3.74586 1.88017 0.0446
H -18.33808 14.83753 0.93638 0.1094
H -21.81367 13.72611 -0.10345 0.1086
H -24.36596 6.19371 -0.99064 0.0827
H -26.24535 8.20899 1.56949 0.1011
H -21.32850 12.09654 1.57434 0.1019
H -18.06260 11.43444 5.44596 0.0645
H -22.05504 13.05976 -2.57000 0.1291
```

net charge = 0
E_HOMO = -7.74 eV
molar mass = 783.34 g/mol
ΔE to the lowest compared entry with this formula, charge and spin = 121.8 kJ/mol
gap between HOMO and LUMO = 6.742 eV

# 3
A molecular structure, C29H17Br2CrN6O4S3, computed with the ωB97M-V functional and the def2-TZVPD basis.

```
62
Properties=species:S:1:pos:R:3:lowdin_spin:R:1
Br 0.95829 -3.05595 -5.73316 -0.0001
Br -6.04730 3.43934 3.07451 0.0000
Cr -0.67382 -1.01764 -0.29072 2.9185
S -2.85487 -1.92700 -0.02100 -0.0066
S 1.66402 -0.35407 -0.16698 -0.0017
S 0.15702 -3.23459 -0.03435 -0.0283
O -0.78419 0.98819 -0.64148 0.0252
O 1.38295 -1.62838 -2.86862 0.0063
O -0.58963 3.17182 -1.00628 0.0066
O -0.74713 -1.16883 -2.30896 0.0200
N 4.63973 -5.94312 3.13686 -0.0010
N -3.64030 -2.70189 2.42682 0.0008
N -0.77147 -0.74873 1.64223 -0.0108
N 1.75897 0.88914 0.92417 0.0100
N 6.40586 -2.27329 3.29782 0.0023
N -1.74023 -1.41585 2.40477 0.0019
C 0.20650 -1.31022 -5.68628 -0.0002
C 3.54925 -1.55939 1.40903 -0.0014
C -0.66395 0.58228 -4.53237 0.0002
C 2.34430 -4.05133 1.34266 0.0000
C -2.67066 -1.97060 1.72587 0.0091
C 4.15651 -5.02881 2.63139 -0.0004
C -0.63413 0.55868 -6.93085 -0.0001
C 2.35592 -1.73637 0.73421 0.0031
C -0.18219 0.23085 2.35995 -0.0099
C -3.42351 1.57932 0.45105 0.0002
C -0.07269 -0.70783 -6.90526 0.0000
C 5.40686 -2.42903 2.74562 0.0008
C -4.52723 1.86204 1.24546 0.0001
C 2.73463 1.86058 0.67016 0.0091
C 2.22882 2.97611 2.74370 0.0221
C -2.41521 3.65863 1.08724 0.0003
C -0.08193 -0.68429 -4.48507 -0.0008
C -2.36482 2.47091 0.36488 0.0013
C 0.89766 1.01158 2.07913 0.0188
C -3.49841 3.95016 1.90090 0.0001
C -1.15573 2.19864 -0.51261 0.0062
C 1.68997 -2.97553 0.70573 -0.0035
C 1.24970 2.08909 2.97491 -0.0045
C 3.54504 -3.88606 2.00086 -0.0014
C 0.24535 -1.23712 -3.10294 0.0058
C -4.54343 3.04314 1.96166 0.0001
C -0.92694 1.20859 -5.73879 0.0000
C 2.99264 2.86664 1.50709 -0.0008
C 4.16438 -2.62207 2.05913 0.0040
H 4.01626 -0.58220 1.43259 -0.0001
H 0.14929 -1.23454 -7.82323 0.0000
H -3.53390 4.86471 2.47709 0.0000
H -0.66510 0.44637 3.30995 -0.0021
H 0.63740 2.16742 3.86588 -0.0008
H -5.34631 1.15950 1.31724 0.0000
H -3.37526 0.64266 -0.08541 0.0006
H -1.36381 2.19876 -5.74726 0.0000
H -3.71773 -2.39430 3.38575 -0.0001
H 2.42991 3.77642 3.44232 0.0020
H -4.52472 -2.73446 1.94502 -0.0007
H -0.89424 1.06286 -3.58937 0.0002
H 3.75830 3.58303 1.24787 -0.0005
H 1.87332 -5.02464 1.32482 -0.0005
H 3.26495 1.71918 -0.26073 0.0005
H -1.58819 4.34993 0.99761 0.0000
H -0.84477 1.03157 -7.88222 0.0000
```

net charge = -2
E_HOMO (alpha / beta) = -0.88 / -1.06 eV
molar mass = 821.50 g/mol
spin multiplicity = 4
ΔE to the lowest compared entry with this formula, charge and spin = 124.8 kJ/mol
gap between HOMO and LUMO (alpha / beta) = 4.582 / 4.759 eV

| no. | largest force on an atom (hartree/bohr) |
| --- | --- |
| 1 | 0.0333 |
| 2 | 0.0611 |
| 3 | 0.0116 |